76
Properties=species:S:1:pos:R:3:nbo_charge:R:1 method="wB97M-V/def2-TZVPD" orbital_gap_ev=7.884 e_lumo_ev=0.499 homo_energy_ev=-7.4 total_charge=0 smiles="COc1ccc(C2=C(/C=N/c3c(C)n(C)n(-c4ccccc4)c3=O)[C@@H](c3ccccc3C)c3ccccc3O2)cc1OC"
C -1.40397 -1.04152 -1.88470 0.43
H 4.47528 1.99221 4.06276 0.23
C -0.48546 -3.62986 -2.29192 0.01
C 1.92619 0.08844 1.23592 -0.06
H -2.62579 -3.35643 -0.62181 0.20
H 0.51275 3.35184 3.54225 0.24
H -3.94843 -0.20312 -2.03073 0.22
H 0.35573 5.16919 -0.70304 0.19
H 0.07140 1.25192 -1.91755 0.23
H 4.70756 5.82606 2.76719 0.22
H -4.77357 2.08789 -1.97064 0.22
O 0.34134 1.93604 1.51895 -0.65
H -0.05659 -6.49773 -4.03969 0.21
C -4.57269 4.60604 -1.85019 -0.25
C -1.88354 0.34541 -1.93012 -0.15
H 1.86011 -2.92517 1.14360 0.25
C 1.39944 1.36122 1.71540 0.61
C -1.48891 -4.97810 -4.51508 -0.21
C 0.18642 -0.59114 -0.10820 0.11
H -5.12257 4.18024 -1.00428 0.18
C 3.78926 5.28637 2.94613 -0.20
N 3.54152 1.06537 2.45850 -0.21
C -0.99397 1.41816 -1.89073 -0.16
C -0.43153 -1.48128 -1.05196 -0.16
C -0.65249 -3.61956 0.16248 -0.02
H -2.41304 -5.36530 3.12819 0.21
C 3.19488 -0.04813 1.74168 0.25
C 3.71104 3.94718 2.61305 -0.27
C -0.55175 -4.74215 2.27800 -0.21
H -0.38210 0.29982 0.15252 0.21
H -3.75178 -4.45881 1.25224 0.21
C -0.45915 4.45614 -0.59097 -0.26
C -3.70918 1.91586 -1.94011 -0.30
C -1.50196 -3.07066 -3.06138 0.26
C -3.24514 0.61384 -1.98118 -0.17
N 2.42135 1.88958 2.50847 -0.29
C -2.00447 -3.74428 -4.16954 -0.23
C 1.59555 -3.97473 1.26116 -0.65
C 4.14957 -1.16926 1.55948 -0.67
H 4.55304 3.45066 2.15340 0.22
H 5.14624 -0.79260 1.33643 0.23
H 0.03044 -5.13138 3.10212 0.20
H -0.24914 3.78337 0.24645 0.21
C -2.67540 -4.36934 1.24923 -0.23
H 2.06371 -4.54369 0.45795 0.21
C -1.92768 -4.87433 2.29725 -0.21
H -2.79461 -3.28356 -4.74162 0.22
C 0.02875 -4.86228 -2.66502 -0.20
C 2.69461 5.93736 3.48997 -0.23
H -1.39303 4.99252 -0.40631 0.18
C -2.03550 -3.74804 0.19367 -0.14
N 1.35024 -0.82099 0.38364 -0.47
O -0.51029 3.73275 -1.81080 -0.52
C -0.46460 -5.53603 -3.76774 -0.23
H 3.80745 -1.78690 0.73511 0.26
C 1.42846 3.89790 3.38841 -0.24
H -5.02104 4.26120 -2.78741 0.18
H 0.65539 5.74849 4.11096 0.22
H 1.06852 -2.98718 -0.96185 0.24
O -2.03730 -1.84086 -2.79283 -0.48
H 4.02809 0.30106 4.36365 0.19
C 0.10427 -4.11815 1.22403 -0.01
H 0.81737 -5.30030 -2.07063 0.21
C 1.51474 5.24234 3.69766 -0.19
C -0.01872 -2.93556 -1.04064 -0.31
H 5.39860 0.68702 3.29770 0.22
H 4.20709 -1.78329 2.45879 0.23
C 4.40581 1.00375 3.61344 -0.42
H -1.88425 -5.50197 -5.37221 0.21
H 2.75952 6.98479 3.74279 0.21
H -4.62834 5.69278 -1.80443 0.20
C 2.53091 3.24449 2.84599 0.21
C -1.44251 2.72422 -1.83581 0.24
C -2.82733 2.98632 -1.84869 0.27
H 1.98867 -4.33770 2.20796 0.21
O -3.20357 4.29426 -1.78680 -0.49


14
Properties=species:S:1:pos:R:3:nbo_charge:R:1 method="wB97M-V/def2-TZVPD" orbital_gap_ev=9.910 e_lumo_ev=0.040 homo_energy_ev=-9.9 total_charge=0
O 2.18141 -0.37429 0.04611 -0.71
H -1.59105 -1.32435 0.65526 0.22
H 2.11576 -0.16741 0.99150 0.49
C -0.15676 0.31588 0.08364 -0.13
O -2.32351 1.34921 -0.71207 -0.51
C -0.57440 -1.07703 0.34120 -0.24
H -0.94057 0.48903 1.92603 0.36
C 1.21087 0.41645 -0.59139 -0.05
N -0.03484 0.42034 1.46749 -0.57
H -1.27937 -0.33149 -1.39922 0.10
H 1.13203 0.06040 -1.62219 0.19
H 0.11451 -1.90971 0.23403 0.23
C -1.34451 0.65381 -0.81881 0.43
H 1.49043 1.47916 -0.60160 0.18


144
Properties=species:S:1:pos:R:3:lowdin_charge:R:1 method="wB97M-V/def2-TZVPD" orbital_gap_ev=6.978 e_lumo_ev=-5.280 homo_energy_ev=-12.3 total_charge=+2
H -4.17265 5.29699 1.00094 0.09
H 0.64118 -0.41386 3.14019 0.08
H -1.53056 6.16719 -1.97066 0.08
C -3.19745 -2.80053 3.68585 -0.04
C -0.74510 -0.77420 -3.30152 -0.15
H -6.03023 -1.19931 0.86458 0.09
C -3.52676 4.42928 1.19738 -0.06
C 4.03079 -2.07137 -0.20781 -0.04
H -3.43925 0.33771 0.42299 0.08
H -5.41172 0.18759 2.72531 0.09
H -3.28247 4.44191 2.26514 0.09
C -5.15238 -0.99455 0.24789 -0.06
C -1.49459 -3.00439 -1.40305 -0.20
H -5.00630 4.89397 -1.98718 0.09
N -2.90250 4.56423 -1.97803 -0.17
N 1.33490 -1.22036 -2.08358 -0.06
H 0.91295 1.85241 -4.17840 0.10
H -1.59864 -6.49855 0.55811 0.10
C -1.84380 -0.89883 2.15673 -0.12
C 2.09342 1.95740 3.43087 -0.03
H -5.49531 -0.38613 -0.59412 0.09
N 0.85934 1.31432 -0.04219 -0.03
H 4.51312 0.80310 3.15723 0.09
H 2.84313 3.15620 -3.30165 0.13
H 2.07946 1.36639 4.34762 0.07
H 4.32321 -1.71942 0.78345 0.07
C 2.16296 2.00960 -0.14523 -0.14
H 1.51673 4.96058 -2.28596 0.09
C -4.26170 4.22006 -2.42540 -0.06
H -2.79087 6.23750 -3.19343 0.10
H 0.49814 -1.93236 5.75842 0.09
H 2.19300 -2.69923 2.39256 0.10
H -3.18825 6.64104 -1.52134 0.09
H 2.09926 -3.90559 -2.67941 0.07
H 0.63975 4.24036 -3.64380 0.09
C -3.85232 -2.12472 2.67718 -0.02
C 4.17691 0.17787 -1.09717 -0.04
H -3.70403 -3.57672 4.24776 0.12
N 3.26107 -2.19332 -2.99892 -0.13
H 0.20780 2.97238 0.96769 0.14
H 0.23032 -6.62371 -1.69046 0.10
H -4.51646 3.20460 -2.12939 0.08
H -2.19435 -3.73522 -0.99404 0.14
C -3.21103 -1.14227 1.92546 -0.15
H -1.08274 2.08448 -2.71697 0.09
C 2.60243 -1.47098 -2.03974 -0.38
H 4.80793 -0.81205 -3.39698 0.08
H 5.38222 -2.38894 -2.81018 0.09
H -4.79928 -1.95146 -0.13872 0.08
C 2.63868 2.72668 -1.26030 -0.16
H 0.69958 1.17408 -2.54611 0.02
C 2.91786 1.98396 1.04630 -0.17
H -0.87817 1.12491 4.33621 0.07
H -5.45205 1.41071 1.44848 0.09
N -2.29861 4.44140 0.41073 -0.18
N -0.26189 -5.14306 -0.30264 -0.17
H 3.72600 0.86983 -1.80582 0.08
C -2.47473 0.50622 -2.23354 -0.13
C -0.43201 0.28483 4.87605 -0.04
H -2.62085 -1.45469 -0.58348 0.08
H -2.96328 0.23044 -3.17218 0.14
H -3.07037 -1.89078 -2.23076 0.15
H 0.42735 -2.53231 2.47286 0.06
H -1.35130 -5.88389 -1.96835 0.10
N 1.16162 -3.78375 0.94723 -0.11
H 3.37191 -0.50947 3.42620 0.07
H 0.41012 -2.58316 -3.37919 0.09
C -2.22834 -1.72522 -1.54835 -0.20
C 1.98630 -4.93959 1.30389 -0.04
H 1.90216 -1.49039 4.80473 0.08
H -4.90088 -2.32960 2.49071 0.12
C -1.91927 -2.40159 4.03542 -0.03
C 1.40983 1.61887 -3.23120 -0.07
H -1.18462 -0.10595 5.56589 0.10
C -2.58668 5.97656 -2.15410 -0.06
H -0.54839 5.55463 0.03246 0.08
H -4.34003 4.29626 -3.51242 0.09
C 0.17254 -3.87327 0.01018 -0.36
C 1.27973 -2.61677 1.80703 -0.04
C 0.02610 -0.84458 3.92922 -0.37
H 0.40227 0.66300 5.46993 0.08
H 0.13339 -5.00455 -2.36786 0.07
H 1.74553 0.43910 1.93603 0.07
C -0.60902 -6.08554 0.75994 -0.04
N -2.08429 2.59891 -0.97711 0.14
C -1.45741 5.61083 0.63525 -0.09
C 0.58062 -1.51627 -3.28649 -0.18
C 4.06593 2.75748 1.15272 -0.04
C -2.08441 1.97162 -2.29939 -0.17
H 3.38269 -2.93621 -0.09892 0.07
H 4.30433 0.70743 -0.15610 0.07
H 4.61672 2.76837 2.08843 0.12
C 2.76807 -3.50024 -3.43345 -0.03
H -1.44591 -2.83270 4.91235 0.12
H 0.09690 -6.91805 0.82403 0.09
N -1.02049 -0.07895 1.23786 -0.02
H 3.62057 -4.17520 -3.51213 0.10
C 3.72160 0.21618 2.68587 -0.03
N 3.30204 -0.99494 -0.88938 -0.13
H 2.26277 -3.47728 -4.40127 0.10
H -0.65156 -5.57528 1.72078 0.10
N -0.35436 -2.80010 -0.51944 -0.01
H 1.09352 2.37745 3.27996 0.08
H 4.16654 -0.33319 1.85516 0.05
C -4.79575 0.73831 2.01025 -0.04
C -4.08496 -0.24594 1.06600 -0.38
H 1.34640 -1.68555 1.23166 0.04
N -1.43148 -0.55900 -2.00125 -0.19
H 4.94057 -2.37042 -0.73947 0.09
H 1.15162 -1.21393 -4.16632 0.14
H 0.18930 3.82857 -1.97635 0.06
H -0.58494 0.20924 -3.73044 0.09
H -1.95350 6.56432 0.43174 0.08
H 5.39955 4.13317 0.18388 0.12
C 3.80938 3.47102 -1.09812 -0.03
H 2.78179 2.79190 3.58411 0.09
H 4.17045 4.03992 -1.94937 0.13
H -1.42174 -1.30537 -3.97712 0.14
H -4.08391 1.33450 2.58406 0.07
Os 0.20582 -0.66961 -0.39412 1.25
H -4.09077 3.52527 0.97915 0.07
H -1.15672 5.62425 1.68750 0.09
C 2.55192 1.10313 2.24024 -0.36
H 2.98415 -4.58630 1.55984 0.09
C 4.51070 3.52036 0.09058 -0.03
H -1.69216 1.67409 2.07809 0.14
H 1.59781 -5.49335 2.15983 0.09
C -2.40405 3.83728 -0.88277 -0.37
H 2.18260 0.87350 -3.44466 0.08
C -0.32372 -5.68180 -1.65303 -0.04
H 2.07151 -5.61596 0.45817 0.10
C 0.87066 -1.84335 4.73605 -0.06
C 0.04964 1.92699 0.72338 -0.14
H 0.88397 -2.84356 4.30429 0.07
H 4.74722 -2.20802 -4.44702 0.10
H 5.16726 -0.11512 -1.45378 0.10
C -1.23699 -1.42862 3.31277 -0.18
C -1.00729 1.17833 1.39360 -0.11
C 4.62897 -1.88061 -3.41507 -0.03
C 2.01960 2.87970 -2.64579 -0.35
H -3.21649 0.41539 -1.45348 0.09
C 1.02886 4.04886 -2.63935 -0.04
H -1.19986 -3.38338 -2.38048 0.10
H -2.75910 2.45952 -2.99717 0.10